Record 1
C2H6N6 | ωB97M-V with the def2-TZVPD basis set

Structure (SMILES): NNc1n[nH]nc1N
Strongest force on any atom (eV Å⁻¹): 5.902
HOMO-LUMO gap (eV): 9.3

Geometry as ORCA input:
```
! RIJCOSX wB97M-V def2-TZVPD def2/J DEFGRID3
* xyz 0 1
N -2.69 0.31 -0.10
N -1.51 -0.50 -0.26
C -0.17 0.05 0.01
N -0.01 1.38 0.15
N 1.29 1.63 0.15
N 2.01 0.57 0.01
C 1.17 -0.46 -0.01
N 1.62 -1.76 -0.01
H -2.56 1.21 -0.65
H -2.94 0.66 0.73
H -1.73 -1.37 0.29
H 1.68 2.49 0.45
H 2.62 -1.81 -0.04
H 1.22 -2.41 -0.74
*
```

These are the natural (NBO) partial charges, in e, on atoms 1 to 2: -0.644 -0.457



Record 2
C2H6N6 | ωB97M-V with the def2-TZVPD basis set

Strongest force on any atom (eV Å⁻¹): 6.675
HOMO-LUMO gap (eV): 8.1

Geometry as ORCA input:
```
! RIJCOSX wB97M-V def2-TZVPD def2/J DEFGRID3
* xyz 0 1
C 0.48 0.08 -1.02
C 0.16 0.18 1.11
H -1.89 -0.27 -3.28
H -1.54 1.28 -1.86
H -1.55 0.39 2.54
H -0.03 0.87 3.03
H 1.46 -1.13 1.72
H 1.40 -1.78 -0.52
N -0.96 0.53 -2.80
N 0.23 0.09 -2.35
N -0.34 0.66 0.04
N -0.62 -0.04 2.53
N 1.44 -0.34 1.15
N 1.75 -0.51 -0.31
*
```

These are the natural (NBO) partial charges, in e, on atoms 1 to 2: 0.463 0.603



Record 3
C2H6N6 | ωB97M-V with the def2-TZVPD basis set

Structure (SMILES): [H]/N=c1\ncn(N)n1N
Strongest force on any atom (eV Å⁻¹): 3.403
HOMO-LUMO gap (eV): 9.5

Geometry as ORCA input:
```
! RIJCOSX wB97M-V def2-TZVPD def2/J DEFGRID3
* xyz 0 1
H 3.08 0.73 0.49
N 2.39 0.02 0.20
C 1.19 0.41 0.30
N 0.65 1.68 0.74
C -0.57 1.56 0.35
N -0.92 0.35 -0.35
N -2.26 -0.02 -0.04
N 0.16 -0.49 -0.01
N 0.38 -1.56 -0.88
H -1.28 2.32 0.57
H -2.39 -0.84 -0.65
H -2.24 -0.43 0.92
H 1.26 -1.39 -1.38
H 0.55 -2.34 -0.24
*
```

These are the natural (NBO) partial charges, in e, on atoms 1 to 2: 0.366 -0.737



Record 4
C2H6N6O | ωB97M-V with the def2-TZVPD basis set

Strongest force on any atom (eV Å⁻¹): 8.006
HOMO-LUMO gap (eV): 8.5

Geometry as ORCA input:
```
! RIJCOSX wB97M-V def2-TZVPD def2/J DEFGRID3
* xyz 0 1
C 0.48 -0.35 -0.68
C 0.04 0.31 0.56
H -1.02 -1.82 1.00
H -2.04 -2.96 -0.71
H 0.10 -2.34 -1.28
H 3.12 0.52 0.63
H -0.92 0.95 2.32
H -2.61 0.90 -0.20
N -1.32 -1.69 -0.32
N -0.44 -1.24 -1.50
N 1.78 -0.17 -0.87
N 2.16 0.65 0.13
N 1.17 0.75 1.15
N -1.17 0.57 1.23
O -1.87 1.60 0.02
*
```

These are the natural (NBO) partial charges, in e, on atoms 1 to 2: 0.237 0.202



Record 5
C2H6NO | ωB97M-V with the def2-TZVPD basis set

Structure (SMILES): CNC[O-]
Strongest force on any atom (eV Å⁻¹): 1.348
HOMO-LUMO gap (eV): 7.0

Geometry as ORCA input:
```
! RIJCOSX wB97M-V def2-TZVPD def2/J DEFGRID3
* xyz -1 1
C 0.80 0.71 0.59
N 0.54 -0.51 -0.15
C -0.98 -0.69 -0.41
O -1.68 0.44 -0.48
H 0.18 1.54 0.25
H 1.86 0.96 0.52
H 0.57 0.55 1.64
H 1.00 -0.45 -1.05
H -1.30 -1.33 0.45
H -0.99 -1.24 -1.37
*
```

These are the natural (NBO) partial charges, in e, on atoms 1 to 2: -0.425 -0.707



Record 6
C2H6NO2 | ωB97M-V with the def2-TZVPD basis set

Structure (SMILES): CON(C)[O-]
Strongest force on any atom (eV Å⁻¹): 2.861
HOMO-LUMO gap (eV): 6.6

Geometry as ORCA input:
```
! RIJCOSX wB97M-V def2-TZVPD def2/J DEFGRID3
* xyz -1 1
C -0.48 1.63 0.34
O -0.94 0.42 -0.15
N 0.31 -0.39 -0.90
C 0.20 -1.71 -0.28
O 1.46 0.21 -0.66
H -1.05 2.60 0.15
H 0.61 1.66 0.24
H -0.51 1.70 1.46
H -0.80 -2.22 -0.49
H 1.07 -2.26 -0.52
H 0.13 -1.64 0.82
*
```

These are the natural (NBO) partial charges, in e, on atoms 1 to 2: -0.289 -0.587



Record 7
C2H6NO2 | ωB97M-V with the def2-TZVPD basis set

Strongest force on any atom (eV Å⁻¹): 2.939
HOMO-LUMO gap (eV): 9.3

Geometry as ORCA input:
```
! RIJCOSX wB97M-V def2-TZVPD def2/J DEFGRID3
* xyz 1 1
C -0.89 0.10 -2.76
N 0.01 0.72 -2.11
H -1.89 0.02 -2.33
H -0.87 0.14 -3.86
H 0.63 1.35 -2.61
H 0.02 0.62 -1.08
O 0.39 0.22 0.63
C 0.61 -0.10 1.77
O -0.14 -0.93 2.43
H 1.44 0.34 2.34
H 0.03 -1.48 3.20
*
```

These are the natural (NBO) partial charges, in e, on atoms 1 to 2: 0.147 -0.570



Record 8
C2H6NO2 | ωB97M-V with the def2-TZVPD basis set

Structure (SMILES): [NH3+]CC(=O)O
Strongest force on any atom (eV Å⁻¹): 0.998
HOMO-LUMO gap (eV): 11.5

Geometry as ORCA input:
```
! RIJCOSX wB97M-V def2-TZVPD def2/J DEFGRID3
* xyz 1 1
N -0.34 -0.20 -1.75
C -0.67 0.60 -0.50
C 0.09 0.07 0.71
O -0.29 0.08 1.82
O 1.28 -0.42 0.26
H -1.11 -0.08 -2.42
H 0.53 0.06 -2.21
H -0.21 -1.18 -1.49
H -1.76 0.59 -0.45
H -0.38 1.63 -0.69
H 1.92 -0.45 0.98
*
```

These are the natural (NBO) partial charges, in e, on atoms 1 to 2: -0.668 -0.326



Record 9
C2H6NO2P | ωB97M-V with the def2-TZVPD basis set

Structure (SMILES): NC#[PH]O.C=O
Strongest force on any atom (eV Å⁻¹): 3.702
HOMO-LUMO gap (eV): 7.3

Geometry as ORCA input:
```
! RIJCOSX wB97M-V def2-TZVPD def2/J DEFGRID3
* xyz 0 1
N -0.13 1.87 0.16
C 0.95 1.22 -0.10
P 0.97 -0.61 0.30
O 2.69 -0.65 0.27
H -0.93 1.43 0.39
H -0.34 2.85 0.01
H 0.95 -1.12 -1.12
H 2.99 -1.25 0.96
C -1.95 -1.45 0.00
O -1.76 -0.25 -0.21
H -2.90 -1.93 0.14
H -1.18 -2.25 0.08
*
```

These are the natural (NBO) partial charges, in e, on atoms 1 to 2: -0.710 -0.166



Record 10
C2H6NO2P | ωB97M-V with the def2-TZVPD basis set

Strongest force on any atom (eV Å⁻¹): 1.138
HOMO-LUMO gap (alpha / beta) (eV): 7.6 / 8.3

Geometry as ORCA input:
```
! RIJCOSX wB97M-V def2-TZVPD def2/J DEFGRID3
* xyz 0 1
C 0.16 1.88 1.08
C -0.29 -1.80 -1.14
N -0.38 -0.47 -0.46
O -1.31 0.27 -0.87
O 1.71 -0.41 1.28
P 0.97 0.41 0.31
H 0.34 1.81 2.15
H 0.61 2.78 0.67
H -0.90 1.85 0.83
H -1.09 -2.40 -0.71
H -0.47 -1.67 -2.21
H 0.67 -2.24 -0.93
*
```

These are the natural (NBO) partial charges, in e, on atoms 1 to 2: -0.992 -0.446



Record 11
C2H6NO2P | ωB97M-V with the def2-TZVPD basis set

Structure (SMILES): COC(=O)[PH2]=N
Strongest force on any atom (eV Å⁻¹): 1.542
HOMO-LUMO gap (eV): 9.6

Geometry as ORCA input:
```
! RIJCOSX wB97M-V def2-TZVPD def2/J DEFGRID3
* xyz 0 1
C -1.07 -0.13 1.30
O -1.47 -0.59 -0.01
C -0.62 -0.37 -1.03
O -1.01 -0.31 -2.16
P 1.20 -0.15 -0.67
N 1.70 1.33 -0.45
H -0.47 -0.89 1.79
H -1.97 0.04 1.84
H -0.54 0.81 1.24
H 1.84 -0.78 -1.75
H 1.44 -0.96 0.46
H 0.96 2.00 -0.56
*
```

These are the natural (NBO) partial charges, in e, on atoms 1 to 2: -0.276 -0.497



Record 12
C2H6NO3 | ωB97M-V with the def2-TZVPD basis set

Strongest force on any atom (eV Å⁻¹): 0.527
HOMO-LUMO gap (eV): 8.6

Geometry as ORCA input:
```
! RIJCOSX wB97M-V def2-TZVPD def2/J DEFGRID3
* xyz -1 1
O 1.16 -0.40 0.66
C 0.40 -0.60 -0.32
O 0.67 -1.17 -1.39
C -1.04 -0.05 -0.16
N -1.84 0.04 -1.40
H -0.96 0.95 0.27
H -1.57 -0.68 0.56
H -1.21 0.48 -2.07
H -1.86 -0.91 -1.77
H 1.27 1.09 1.62
H 0.77 1.27 3.05
O 0.98 1.78 2.26
*
```

These are the natural (NBO) partial charges, in e, on atoms 1 to 2: -0.826 0.748



Record 13
C2H6NO7S2 | ωB97M-V with the def2-TZVPD basis set

Strongest force on any atom (eV Å⁻¹): 7.209
HOMO-LUMO gap (eV): 9.6

Geometry as ORCA input:
```
! RIJCOSX wB97M-V def2-TZVPD def2/J DEFGRID3
* xyz -1 1
C 0.22 -1.01 -0.72
C -0.73 0.08 -0.14
N -0.05 0.92 0.82
O -0.07 -0.78 2.79
O 1.16 2.10 -1.16
O 1.65 0.86 3.31
O 2.04 -0.92 1.75
O 1.07 3.16 1.00
O 2.47 1.18 0.65
O -0.92 1.81 1.54
S 1.12 -0.10 2.43
S 1.34 1.98 0.30
H 1.19 -0.62 -1.01
H 0.39 -1.88 0.02
H -0.31 -1.38 -1.52
H -1.65 -0.29 0.28
H -1.18 0.75 -0.92
H -0.30 2.55 1.67
*
```

These are the natural (NBO) partial charges, in e, on atoms 1 to 2: -0.616 -0.238



Record 14
C2H6NP | ωB97M-V with the def2-TZVPD basis set

Strongest force on any atom (eV Å⁻¹): 3.040
HOMO-LUMO gap (alpha / beta) (eV): 7.8 / 8.0

Geometry as ORCA input:
```
! RIJCOSX wB97M-V def2-TZVPD def2/J DEFGRID3
* xyz 0 1
C -0.48 -1.15 -1.04
C 1.23 0.46 0.24
N 0.03 -0.10 -0.34
P -1.33 0.65 0.50
H -1.59 -1.38 -0.87
H 0.24 -1.86 -1.40
H 1.18 1.60 0.45
H 2.19 0.09 0.01
H -0.65 1.73 0.77
H -0.81 -0.03 1.67
*
```

These are the natural (NBO) partial charges, in e, on atoms 1 to 2: -0.303 -0.420



Record 15
C2H6NP | ωB97M-V with the def2-TZVPD basis set

Structure (SMILES): CC#N.P
Strongest force on any atom (eV Å⁻¹): 2.994
HOMO-LUMO gap (eV): 10.0

Geometry as ORCA input:
```
! RIJCOSX wB97M-V def2-TZVPD def2/J DEFGRID3
* xyz 0 1
C 2.31 0.45 0.07
C 1.10 0.42 -0.69
N 0.06 0.41 -1.18
H 2.36 1.39 0.64
H 3.07 0.61 -0.67
H 2.75 -0.49 0.65
P -3.03 -0.35 -0.13
H -2.29 0.27 0.91
H -4.04 -1.19 0.58
H -2.29 -1.53 -0.19
*
```

These are the natural (NBO) partial charges, in e, on atoms 1 to 2: -0.741 0.286



Record 16
C2H6NPS | ωB97M-V with the def2-TZVPD basis set

Structure (SMILES): CC(=S)NP
Strongest force on any atom (eV Å⁻¹): 3.316
HOMO-LUMO gap (eV): 8.8

Geometry as ORCA input:
```
! RIJCOSX wB97M-V def2-TZVPD def2/J DEFGRID3
* xyz 0 1
C -0.51 1.46 -0.21
C -0.94 -0.01 -0.15
S -2.50 -0.51 -0.24
N -0.01 -1.02 -0.06
P 1.80 -0.68 0.03
H -1.16 1.85 -0.98
H -0.52 1.95 0.77
H 0.55 1.66 -0.43
H -0.46 -1.87 -0.41
H 2.06 -2.08 0.16
H 1.69 -0.74 1.52
*
```

These are the natural (NBO) partial charges, in e, on atoms 1 to 2: -0.704 0.114



Record 17
C2H6NS | ωB97M-V with the def2-TZVPD basis set

Structure (SMILES): S[C@H]1C[NH2+]1
Strongest force on any atom (eV Å⁻¹): 3.833
HOMO-LUMO gap (eV): 11.1

Geometry as ORCA input:
```
! RIJCOSX wB97M-V def2-TZVPD def2/J DEFGRID3
* xyz 1 1
S -2.00 0.09 0.11
C -0.30 0.07 -0.50
C 0.59 0.89 0.27
N 0.79 -0.63 0.42
H -2.30 -0.93 -0.73
H -0.23 -0.21 -1.72
H 1.37 1.40 -0.22
H 0.00 1.49 1.02
H 1.61 -1.12 0.07
H 0.47 -1.04 1.27
*
```

These are the natural (NBO) partial charges, in e, on atoms 1 to 2: 0.106 -0.193



Record 18
C2H6NS2 | ωB97M-V with the def2-TZVPD basis set

Strongest force on any atom (eV Å⁻¹): 2.430
HOMO-LUMO gap (alpha / beta) (eV): 5.5 / 4.5
Expectation value of S²: 2.01

Geometry as ORCA input:
```
! RIJCOSX wB97M-V def2-TZVPD def2/J DEFGRID3
* xyz 1 3
C -1.90 0.15 0.88
C 1.33 -0.56 -0.50
N 0.72 0.66 -0.02
S -2.89 0.84 -0.28
S -2.16 -1.21 -0.07
H -1.42 0.41 1.80
H 0.77 -0.93 -1.36
H 2.37 -0.42 -0.81
H 1.31 -1.31 0.29
H 0.69 1.38 -0.73
H 1.19 1.01 0.81
*
```

These are the Löwdin partial charges, in e, on atoms 1 to 2: -0.977 -0.183



Record 19
C2H6NdO3 | ωB97M-V with the def2-TZVPD basis set

Strongest force on any atom (eV Å⁻¹): 5.575
HOMO-LUMO gap (alpha / beta) (eV): 7.1 / 7.5
Expectation value of S²: 3.77

Geometry as ORCA input:
```
! RIJCOSX wB97M-V def2-TZVPD def2/J DEFGRID3
* xyz 1 4
O 1.39 0.37 -0.99
Nd 0.22 -1.38 0.06
O -0.68 0.27 1.30
C 1.50 1.19 -2.11
C 0.23 1.25 -2.94
H 1.78 2.21 -1.79
H 2.33 0.83 -2.75
H -0.59 1.68 -2.34
H 0.38 1.88 -3.83
H -0.07 0.25 -3.27
O -1.75 -0.87 1.37
H -2.54 -0.46 0.99
*
```

These are the Löwdin partial charges, in e, on atoms 1 to 2: -0.468 2.064



Record 20
C2H6O | ωB97M-V with the def2-TZVPD basis set

Structure (SMILES): C=C.O
Strongest force on any atom (eV Å⁻¹): 1.641
HOMO-LUMO gap (eV): 11.1

Geometry as ORCA input:
```
! RIJCOSX wB97M-V def2-TZVPD def2/J DEFGRID3
* xyz 0 1
C 0.41 -0.60 -1.12
C -0.90 -0.58 -1.34
H 0.84 -0.46 -0.13
H 1.10 -0.31 -1.90
H -1.67 -0.70 -0.59
H -1.28 -0.34 -2.32
O 0.81 1.14 2.25
H -0.10 0.89 1.97
H 0.78 0.95 3.17
*
```

These are the natural (NBO) partial charges, in e, on atoms 1 to 2: -0.391 -0.381